Entry 1:
C9H11NO3 | wB97M-V/def2-TZVPD

- 2S+1: 1
- E_HOMO: -8.77 eV
- Structure (SMILES): N[C@@H](Cc1ccc(O)cc1)C(=O)O
- Relative energy (zero: lowest compared OMol25 entry of this formula, charge and spin): 28.3 kcal per mole
- Strongest force on any atom: 3.20 eV/Å

Atoms and positions in Å:
N: 0.0895 0.4771 2.2416
C: 0.9798 -0.4137 1.5425
C: 1.2237 0.0862 0.0893
C: -0.0374 0.1751 -0.7150
C: -0.9341 1.2132 -0.6706
C: -2.0959 1.1876 -1.4920
C: -2.3542 0.0382 -2.2793
O: -3.4534 0.0775 -3.0532
C: -1.5218 -1.0379 -2.1939
C: -0.2952 -0.8746 -1.5983
C: 2.3978 -0.3522 2.1650
O: 3.2880 -1.0117 1.6984
O: 2.5130 0.4151 3.2676
H: -0.6804 0.8835 1.7193
H: -0.4125 -0.0458 2.9803
H: 0.6467 -1.4460 1.4782
H: 1.5727 1.1095 0.2598
H: 2.1095 -0.4851 -0.4000
H: -0.7237 2.2135 -0.1231
H: -2.7171 2.0373 -1.7731
H: -3.7348 -0.8527 -3.2189
H: -1.9243 -2.0064 -2.5208
H: 0.5833 -1.6633 -1.7745
H: 1.6978 0.9373 3.2931


Entry 2:
C34H29BrN8O5Rh | wB97M-V/def2-TZVPD

- 2S+1: 1
- E_HOMO: -9.93 eV
- Net charge: +1
- Strongest force on any atom: 0.75 eV/Å

Atoms and positions in Å:
Rh: -0.7397 2.0207 0.1883
C: -3.0658 -4.4472 1.8307
C: -2.6236 -3.1812 1.1510
C: -2.4105 -3.1180 -0.2218
C: -2.0265 -1.9499 -0.8444
C: -1.7846 -0.7624 -0.1315
N: -1.4395 0.4140 -0.7622
C: -1.0034 0.4435 -2.0875
C: -0.1165 -0.4536 -2.6890
C: 0.2926 -0.2712 -3.9969
C: -0.1295 0.8203 -4.7577
C: 0.3588 1.0136 -6.1663
C: -0.9759 1.7412 -4.1569
C: -1.4068 1.5408 -2.8538
N: -2.2516 2.5078 -2.2339
C: -3.2627 3.2160 -2.7675
C: -3.7050 4.1132 -1.8208
C: -2.8961 3.8943 -0.7059
N: -2.0215 2.9327 -0.9732
C: -2.0567 -0.8238 1.2472
C: -2.4711 -2.0034 1.8593
N: -1.9770 0.3456 2.0814
C: -1.9547 0.3868 3.4175
C: -2.0958 1.7021 3.8261
C: -2.1793 2.4236 2.6546
N: -2.1346 1.6061 1.5834
H: -2.8921 -5.3121 1.1927
H: -4.1312 -4.4178 2.0661
H: -2.5244 -4.6055 2.7640
H: -2.5670 -4.0028 -0.8269
H: -1.9246 -1.9487 -1.9182
H: 0.2543 -1.2952 -2.1191
H: 0.9748 -0.9876 -4.4389
H: 0.3657 0.0697 -6.7101
H: 1.3792 1.4019 -6.1750
H: -0.2693 1.7158 -6.7123
H: -1.2975 2.6223 -4.6996
H: -3.5962 3.0170 -3.7712
H: -4.5041 4.8251 -1.9186
H: -2.8838 4.3837 0.2525
H: -2.7169 -1.9964 2.9126
H: -1.8643 -0.5114 4.0003
H: -2.1141 2.0718 4.8350
H: -2.2506 3.4870 2.5051
C: 1.2416 3.4706 -1.7392
O: 0.9875 2.2179 -1.0699
C: 2.0472 1.3328 -0.9423
C: 3.1652 1.4005 -1.7452
C: 4.1826 0.4678 -1.5664
Br: 5.6984 0.5487 -2.6864
C: 4.0935 -0.5063 -0.5990
C: 2.9638 -0.5714 0.2184
C: 1.9241 0.3403 0.0349
O: 0.7900 0.2762 0.7536
C: 2.8041 -1.5682 1.2748
N: 1.6918 -1.6947 1.9645
C: 1.9134 -2.7239 2.8638
C: 1.0694 -3.2842 3.8202
C: 1.5692 -4.3170 4.5851
C: 2.8789 -4.7923 4.4081
C: 3.7239 -4.2524 3.4602
C: 3.2121 -3.2115 2.6940
N: 3.7556 -2.4544 1.6695
H: 1.3518 3.2981 -2.8091
H: 2.1340 3.9336 -1.3201
H: 0.3768 4.0972 -1.5463
H: 3.2643 2.1546 -2.5108
H: 4.8988 -1.2192 -0.4903
H: 0.8774 -0.4799 1.4317
H: 0.0577 -2.9226 3.9479
H: 0.9434 -4.7755 5.3386
H: 3.2321 -5.6037 5.0297
H: 4.7307 -4.6234 3.3246
H: 4.6983 -2.5075 1.3267
O: 1.0811 4.7979 2.3586
N: 0.6276 3.8528 1.7753
O: 1.0511 2.6886 1.8569
O: -0.3986 4.0026 0.9792


Entry 3:
C6H12N2O | wB97M-V/def2-TZVPD

- 2S+1: 1
- E_HOMO (spin up / spin down): -18.91 / -18.72 eV
- Net charge: +2
- Relative energy (zero: lowest compared OMol25 entry of this formula, charge and spin): 116.6 kcal per mole
- Strongest force on any atom: 4.58 eV/Å

Atoms and positions in Å:
C: 0.2773 -0.1474 -0.1716
C: -0.6231 -1.2489 -0.1527
C: -1.6775 1.4462 0.1499
C: -2.0075 -0.7998 -0.4351
C: 2.1563 1.2235 -0.2880
C: 2.3086 -1.1494 0.4206
N: 1.5253 0.0192 0.0710
N: -2.5577 0.3409 0.3336
O: -0.2097 -2.4091 -0.1713
H: -1.2047 1.7288 1.1428
H: -1.7672 2.1153 -0.7970
H: -2.0163 -0.5634 -1.5394
H: -2.5263 -1.6395 -0.3271
H: 2.5014 1.1976 -1.3998
H: 3.1057 1.4106 0.2487
H: 1.3573 2.0383 -0.0885
H: 3.4038 -0.8231 0.4829
H: 2.2707 -2.0631 -0.2019
H: 1.7531 -1.3445 1.3845
H: -2.5900 0.0295 1.3271
H: -3.4793 0.6384 0.0114


Entry 4:
C4H9O2PS2 | wB97M-V/def2-TZVPD

- 2S+1: 1
- E_HOMO: -9.05 eV
- Relative energy (zero: lowest compared OMol25 entry of this formula, charge and spin): 18.9 kcal per mole
- Strongest force on any atom: 3.92 eV/Å

Atoms and positions in Å:
C: -1.1429 -0.3032 0.8494
C: -0.4378 1.8995 -1.5402
C: 0.4027 1.0625 -0.4396
C: -0.3716 -0.1985 -0.2372
O: -2.0079 -1.2887 1.1554
O: 2.3284 -1.3104 0.2780
P: 1.2892 -1.6795 1.4589
S: 1.5905 -0.6302 3.0509
S: 0.5400 -3.4125 0.9535
H: -1.1397 0.4589 1.4951
H: -1.5247 1.9922 -1.2812
H: -0.0880 2.8974 -1.3000
H: -0.3811 1.6074 -2.5944
H: 1.3934 1.0678 -1.0173
H: 0.5092 1.7718 0.4437
H: -0.5792 -0.9346 -1.0151
H: 1.9651 -1.3875 -0.5976
H: -2.3456 -1.6123 0.3377